1.
Here is a structure of composition C19H44O12P2S at a distorted geometry from OMol25. Energies are from wB97M-V/def2-TZVPD.

Structure (XYZ):
```
78
Properties=species:S:1:pos:R:3:forces:R:3:lowdin_charge:R:1
C -2.787781 -4.293025 -1.936498 -0.006 0.464 -0.512 -0.0960
C -1.809853 -3.578338 -2.909575 -0.117 -0.219 0.564 -0.2434
C -0.380154 -3.492270 -2.345991 -0.461 0.182 0.600 -0.1927
C -0.147533 -2.216592 -1.504433 -0.510 0.287 -0.494 -0.2115
C 1.101283 -1.437829 -1.911306 -0.119 0.135 0.244 -0.1848
C 1.428264 -0.180638 -1.053602 0.221 -0.969 0.083 -0.1836
C 0.456947 0.142879 0.087667 0.857 1.606 0.047 -0.2044
C 0.543539 1.660301 0.418454 -0.874 -0.699 -1.087 -0.1869
C -0.140685 2.483847 -0.698852 -0.528 0.423 0.558 -0.1887
C -1.684290 2.315516 -0.800094 0.294 0.383 -0.057 -0.1729
C -2.248007 2.449887 -2.221890 -0.568 -0.759 0.730 -0.1324
C -1.670051 1.537083 -3.267060 0.118 0.102 -1.647 -0.2960
C -1.784145 2.154502 -4.692732 1.013 0.105 -0.625 -0.1192
O -2.185446 1.120114 -5.621563 0.118 -0.172 0.932 -0.1747
S -1.889855 -0.259029 -4.864635 -0.424 -0.930 -1.477 0.5700
O -0.502815 -0.571107 -4.905633 0.445 0.772 0.621 -0.2157
O -2.742713 -1.250636 -5.399519 -0.825 0.187 0.433 -0.2074
O -2.358808 0.254185 -3.439281 0.082 -0.030 0.387 -0.1587
H -2.251396 -4.802444 -1.138326 -0.089 -0.274 -0.068 0.0618
H -3.402162 -4.977706 -2.519183 -0.029 -0.275 0.307 0.0626
H -3.477537 -3.588515 -1.469446 0.058 0.046 0.073 0.0629
H -2.220966 -2.582301 -3.069410 0.198 0.050 -0.357 0.0674
H -1.812638 -4.106740 -3.861135 0.032 0.060 -0.068 0.1020
H -0.292553 -4.334022 -1.656875 0.475 -0.230 -0.292 0.0959
H 0.368042 -3.585915 -3.131917 0.028 0.044 -0.017 0.1072
H -1.010114 -1.566903 -1.694846 0.010 0.077 0.113 0.0892
H -0.194287 -2.428498 -0.434921 0.279 -0.096 0.019 0.1110
H 0.944321 -1.109271 -2.939633 0.123 -0.224 -0.101 0.0860
H 1.950255 -2.124610 -1.900178 0.066 0.045 -0.073 0.1013
H 2.402486 -0.360307 -0.591392 0.031 0.148 0.043 0.1052
H 1.593734 0.667066 -1.719176 -0.242 0.121 0.037 0.0932
H 0.793582 -0.359507 0.993595 -0.455 -0.502 -0.071 0.1108
H -0.584951 -0.044031 -0.153882 0.028 -0.502 0.116 0.0837
H 1.590227 1.947732 0.513469 -0.022 0.151 0.187 0.1095
H -0.003186 1.834640 1.347185 0.228 0.235 0.124 0.1046
H 0.026819 3.538736 -0.466038 0.108 0.055 -0.183 0.1061
H 0.283630 2.318952 -1.688366 0.337 -0.184 0.143 0.0839
H -2.138053 3.120799 -0.218844 -0.085 -0.116 0.141 0.1074
H -2.073844 1.389844 -0.374094 0.315 -0.147 0.029 0.1079
H -3.309083 2.183459 -2.159633 -0.062 0.144 -0.155 0.1347
H -2.240735 3.482714 -2.571225 0.373 0.009 -0.081 0.1248
H -0.618313 1.261194 -3.204130 0.013 0.187 0.801 0.1263
H -0.766026 2.420410 -4.984305 -0.128 0.458 -0.034 0.1344
H -2.442706 3.007751 -4.816084 -0.273 -0.154 0.146 0.1311
C -3.131755 7.424302 5.320696 0.189 -0.028 0.135 -0.1210
O -2.092433 7.107569 4.384491 -3.687 0.008 -1.494 -0.2746
P -2.021148 5.522122 3.787633 8.980 -0.594 1.888 0.6525
O -1.101365 5.135163 4.930372 -1.181 -0.453 0.741 -0.2661
O -1.208290 5.970071 2.475298 -0.829 -0.150 -0.450 -0.2632
C -0.112053 6.872553 2.614207 0.035 0.411 -0.063 -0.1021
O -2.042558 3.951699 3.187867 -3.512 1.006 -0.822 -0.2578
C -2.720541 2.997839 4.021405 0.116 -0.273 -0.006 -0.1262
H -3.018710 8.468771 5.600073 0.071 0.004 -0.036 0.0860
H -4.116344 7.287015 4.872042 -0.033 0.106 0.052 0.0775
H -3.039374 6.799383 6.211731 0.022 -0.003 -0.011 0.0835
H 0.369959 6.762439 3.585397 -0.089 -0.066 0.035 0.0887
H -0.453300 7.898893 2.484898 0.018 0.007 0.061 0.0849
H 0.602621 6.636851 1.828195 -0.093 -0.115 -0.041 0.0894
H -3.674063 3.379919 4.383961 -0.023 -0.085 0.027 0.0778
H -2.086146 2.736014 4.866590 0.012 0.126 0.022 0.0827
H -2.908780 2.110602 3.419929 0.013 0.067 -0.092 0.0829
C 5.557263 -6.739787 2.127493 -0.088 -0.177 -0.123 -0.1134
O 5.328170 -5.750766 1.111705 0.320 1.478 3.005 -0.2448
P 3.985618 -4.772860 1.275426 -2.974 -0.992 -6.433 0.5347
O 3.032194 -5.670462 0.545398 0.119 -0.152 0.920 -0.2697
O 4.554364 -3.565576 0.402314 -0.038 0.239 0.750 -0.2415
C 5.020190 -3.836542 -0.919887 0.302 -0.067 -0.204 -0.0983
O 2.896342 -3.825419 2.053616 2.521 -0.240 1.986 -0.2292
C 2.100062 -4.460819 3.066728 -0.284 -0.024 0.030 -0.1086
H 6.457685 -7.286356 1.860133 -0.006 0.041 -0.071 0.0856
H 5.708260 -6.270803 3.100738 0.074 -0.056 0.014 0.0800
H 4.714337 -7.432509 2.176036 0.000 0.013 -0.024 0.0864
H 4.487782 -4.677963 -1.362712 -0.046 -0.016 0.095 0.0884
H 6.089930 -4.042714 -0.902215 -0.013 -0.052 0.017 0.0850
H 4.842561 -2.944323 -1.516554 -0.060 0.042 0.102 0.0862
H 2.701137 -5.096657 3.715750 -0.045 -0.013 0.038 0.0794
H 1.316356 -5.053093 2.596697 0.094 -0.053 -0.071 0.0874
H 1.649582 -3.675944 3.669881 0.081 0.067 -0.058 0.0856
```
Forces are in eV/Å.

Properties
**E_tot**: -74395.924 eV
**Energy relative to the best compared isomer or geometry (same formula, charge and spin)**: 2.975 eV
**HOMO-LUMO gap**: 0.2589 hartree
**HOMO energy**: -9.4 eV

2.
Here is a structure of composition C32H66F3MgN2O11S3 at a distorted geometry from OMol25. Energies are from wB97M-V/def2-TZVPD.

Structure (XYZ):
```
118
Properties=species:S:1:pos:R:3:forces:R:3:lowdin_charge:R:1
Mg 0.180228 -3.123951 1.528851 -3.072 1.113 0.053 0.4687
C -0.395162 -0.257630 0.014351 0.743 -2.865 0.222 -0.3535
O 0.927098 -0.355007 -0.595953 -0.266 1.352 -1.400 -0.1251
O -0.573901 -1.470268 0.684477 -0.059 3.742 -0.644 -0.2064
C -0.461981 1.132040 0.774791 -2.082 -2.098 -1.992 -0.6000
F -1.701821 1.273259 1.285801 -1.106 0.363 -0.289 0.1062
F 0.294067 1.239670 1.778896 3.177 0.325 2.916 0.2026
F -0.239874 2.205823 -0.030712 -0.157 -0.187 -0.142 0.1114
C 1.316733 0.510038 -1.750233 1.799 -1.291 1.750 -0.2025
C 2.564569 -0.238653 -2.295220 -1.309 0.275 -0.615 -0.0753
H 2.187280 -1.204893 -2.630067 0.236 -0.338 0.245 0.0642
H 2.913499 0.234965 -3.212839 0.291 0.324 0.134 0.0718
H 3.369107 -0.361176 -1.570096 -0.248 0.061 -0.092 0.0296
H 1.650227 1.462260 -1.337718 -0.318 0.159 -0.262 0.0696
H 0.613545 0.658484 -2.569746 -0.563 -0.290 0.406 0.0968
H -1.158919 -0.172935 -0.758694 -0.148 0.318 -0.509 0.1235
C -2.192632 1.256773 -4.563808 0.030 0.713 0.602 -0.0493
C -1.869632 -0.001111 -3.946110 -0.413 2.202 -1.831 -0.3009
N -1.642335 -0.986885 -3.461111 0.847 -3.169 1.613 0.1721
H -2.540158 1.184990 -5.594425 -0.155 -0.160 0.280 0.0918
H -1.329868 1.921551 -4.521182 0.101 -0.054 -0.107 0.0740
H -2.916521 1.676635 -3.865371 -0.415 0.404 -0.496 0.0584
C -4.820138 -0.290304 -0.155023 -0.306 0.682 1.152 -0.0833
C -4.933458 -0.506547 -1.572089 -0.461 -0.230 1.295 -0.2821
N -5.105975 -0.585390 -2.691710 -0.032 -0.196 -1.654 0.1399
H -5.487105 0.521221 0.135978 0.458 0.884 -0.489 0.0761
H -3.779375 -0.088293 0.098166 -0.130 0.042 0.255 0.0686
H -5.268775 -0.976521 0.563256 0.540 -1.174 -0.678 0.0816
C 4.741121 -2.167980 1.542034 -0.425 0.035 0.595 -0.2159
S 3.252148 -2.538858 0.482189 -1.182 -2.099 0.239 0.9901
O 1.998199 -2.817086 1.340737 4.251 0.920 -0.560 -0.5703
C 3.681253 -4.308015 -0.028904 0.928 0.832 0.540 -0.1813
H 4.822343 -1.108311 1.784118 -0.792 0.178 -0.160 0.0276
H 5.715212 -2.328981 1.080173 -0.346 -0.696 -0.558 0.0498
H 4.653187 -2.693303 2.493039 -0.002 -0.272 -0.143 0.0554
H 2.840265 -4.862849 -0.444834 -0.192 0.773 -0.225 0.0466
H 4.021315 -4.903124 0.818631 -0.073 0.385 0.385 0.0569
H 4.541470 -4.219819 -0.692500 -0.184 -0.068 -0.328 0.0381
C -0.006639 -4.012111 -2.769993 -0.522 -0.600 0.395 -0.2006
S -0.704273 -4.844992 -1.204984 0.517 1.431 0.592 0.9683
O 0.071401 -4.167897 -0.070259 -0.262 -1.674 -1.957 -0.5939
C -2.450824 -4.263613 -1.113262 0.237 0.621 -1.139 -0.2084
H 0.323794 -2.977900 -2.673375 -0.560 0.020 0.569 0.0318
H -0.724698 -4.119159 -3.583033 -0.166 0.130 0.158 0.0411
H 0.866291 -4.597556 -3.058694 -0.020 -0.275 0.336 0.0324
H -3.183496 -4.853100 -0.562084 0.830 -0.370 0.460 0.0556
H -2.773830 -4.313359 -2.153107 -0.044 0.065 -0.198 0.0412
H -2.508370 -3.218137 -0.810348 0.374 -0.030 0.190 0.0569
C -0.692734 -0.310749 4.790132 0.281 -0.529 0.162 -0.1857
S 0.608676 -1.705656 4.640514 -1.684 0.800 -1.943 0.9769
O 0.342725 -2.359894 3.293879 0.997 1.206 3.254 -0.5715
C 1.976181 -0.546531 4.379610 0.687 -0.399 -0.169 -0.2558
H -1.712231 -0.654150 4.965624 0.196 -0.732 -0.245 0.0462
H -0.704696 0.301536 3.888436 0.343 -0.189 -0.053 0.0400
H -0.471594 0.289232 5.672871 0.462 0.021 -0.035 0.0428
H 1.847718 0.308325 5.043561 0.155 0.030 -0.248 0.0510
H 2.098730 -0.316598 3.321205 -0.867 0.424 -0.059 0.0489
H 2.925925 -1.049075 4.562688 -0.092 -0.203 0.644 0.0405
C -3.181707 -5.258707 2.947846 0.803 1.328 -0.228 -0.0844
C -2.678645 -3.867109 2.611412 -4.693 -0.110 1.876 -0.6145
O -1.507550 -3.727369 2.305284 6.059 0.421 -2.193 -0.1673
C -3.678826 -2.710600 2.641874 0.971 -1.962 -0.518 -0.0511
H -2.304162 -5.904836 2.970907 -0.127 -0.140 0.119 0.0626
H -3.808667 -5.544591 2.103274 -0.777 -0.771 0.319 0.0470
H -3.629473 -5.183949 3.938802 -0.644 -0.776 -0.152 0.0627
H -3.635922 -2.193219 1.683450 -0.211 0.193 -0.369 0.0358
H -3.532088 -1.948223 3.406948 -0.272 -0.069 0.423 0.0412
H -4.550413 -3.360307 2.721388 -0.993 1.181 0.261 0.0614
C 0.508397 5.195533 -0.297221 0.693 -0.234 -0.357 -0.0153
C 1.037625 5.109067 -1.784472 1.373 1.656 0.495 -0.3893
O 1.863238 5.937979 -2.243620 -2.669 -2.672 1.481 0.0231
C 0.435905 3.994206 -2.643881 0.005 0.681 -0.627 -0.0240
H -0.507989 4.825725 -0.161964 -0.264 0.457 -0.492 0.0484
H 0.691707 6.146927 0.202132 -0.274 0.301 -0.572 0.0760
H 1.006908 4.509874 0.387952 0.580 -0.416 -0.480 0.0452
H -0.526995 3.578800 -2.346641 0.073 0.250 0.550 0.0619
H 1.095500 3.145626 -2.825364 0.360 0.259 0.228 0.0677
H 0.270282 4.490834 -3.599934 0.070 -0.175 -0.268 0.0826
C 6.046773 -0.680184 -3.786937 0.080 -0.638 1.134 -0.0064
C 6.592649 -1.769837 -2.809509 -0.609 1.096 4.206 -0.4199
O 6.494513 -1.765071 -1.531068 -0.217 0.563 -4.464 -0.0147
C 7.325415 -2.862092 -3.449727 0.692 -0.262 -0.503 -0.0423
H 5.629619 0.200716 -3.298980 -0.061 -0.286 0.231 0.0662
H 5.270287 -1.194938 -4.352788 -0.156 0.153 -0.128 0.0848
H 6.789421 -0.321021 -4.499381 0.233 -0.352 0.071 0.0836
H 6.825738 -3.148994 -4.374986 0.215 -0.303 0.010 0.0916
H 7.598575 -3.683625 -2.787470 -0.524 0.009 -0.038 0.0915
H 8.277619 -2.398307 -3.707210 0.216 -0.001 -0.431 0.0991
C 5.320547 1.316183 -0.270143 -1.481 0.125 -0.325 -0.0036
C 4.126220 2.280608 -0.406041 0.571 0.955 -2.416 -0.4685
O 3.772037 2.808099 -1.475471 0.883 -1.477 2.047 0.0440
C 3.505211 2.643647 0.871196 -0.555 0.861 0.593 -0.0201
H 6.198091 1.894525 -0.559165 0.198 -0.400 0.164 0.0984
H 5.159945 0.433674 -0.889386 0.374 0.229 -0.373 0.0393
H 5.318353 0.923889 0.746807 0.548 0.345 0.083 0.0602
H 2.984665 1.763552 1.248759 -0.274 0.103 0.220 0.0898
H 2.869509 3.517690 0.729692 -0.389 -0.385 -0.001 0.0718
H 4.245116 2.964232 1.604586 0.259 -0.351 0.044 0.0949
C -5.838269 2.274068 4.619855 -1.055 0.298 0.728 -0.0326
C -5.130705 1.081120 4.075475 1.729 0.651 0.266 -0.4993
O -5.003927 0.028413 4.645932 -0.635 -0.199 0.129 0.0849
C -4.263150 1.407977 2.875805 -0.613 -1.096 -0.638 -0.0336
H -5.100063 3.049656 4.823822 0.083 0.088 -0.243 0.0880
H -6.361601 2.100779 5.560168 0.074 -0.351 -0.028 0.0827
H -6.578426 2.668998 3.923940 0.150 0.092 -0.202 0.0834
H -3.387388 2.000316 3.140927 -0.179 0.096 0.076 0.0894
H -4.855592 1.893972 2.100614 0.138 0.396 0.020 0.0671
H -3.940070 0.453064 2.461254 0.303 0.067 0.039 0.0605
C -3.845142 5.795389 -2.012229 0.046 -0.066 -0.241 -0.0140
C -3.875284 4.380551 -1.636770 1.110 -3.133 -1.708 -0.4994
O -3.677757 3.484746 -2.473022 -0.516 1.357 1.012 0.0352
C -3.902314 4.007565 -0.206756 0.482 -0.525 1.605 -0.0269
H -4.863874 6.175886 -1.937957 0.210 0.555 0.222 0.0985
H -3.475742 5.857905 -3.035818 -0.108 0.231 0.122 0.0936
H -3.127527 6.189500 -1.292647 -0.313 0.913 -0.143 0.0900
H -4.784965 4.310805 0.356334 -0.098 0.050 -0.155 0.0923
H -3.045020 4.418353 0.326525 0.051 0.879 -0.111 0.0791
H -3.653902 2.964096 -0.012925 -0.746 -0.335 -0.590 0.0687
```
Forces are in eV/Å.

Properties
**E_tot**: -105854.663 eV
**HOMO-LUMO gap (alpha / beta)**: 0.0884 / 0.2508 hartree
**2S+1**: 2
**HOMO energy (alpha / beta)**: -2.3 / -6.7 eV

3.
Here is an isolated molecule of C2H8P2S2 at a distorted geometry from OMol25. Energies are from wB97M-V/def2-TZVPD.

Structure (XYZ):
```
14
Properties=species:S:1:pos:R:3:forces:R:3:lowdin_charge:R:1
C 1.138009 -1.595666 0.181349 -1.401 -1.631 -1.487 -0.1680
C 0.577322 -0.424095 -0.598918 0.859 1.556 -1.187 -0.5129
P -0.017852 1.021814 0.390798 -0.842 -0.389 -0.642 0.2905
P 0.777700 2.866096 -0.312435 -0.737 -0.790 -0.433 0.3771
S -3.082198 1.144773 -0.564162 -0.203 -2.589 -2.982 0.2140
S -2.183306 0.057612 0.844752 1.915 0.974 0.126 0.0801
H 2.075949 -1.598005 0.691508 0.665 1.026 0.196 0.0652
H 0.363996 -1.797826 0.878530 -0.522 -0.875 1.054 0.0351
H 1.209320 -2.487925 -0.509982 -0.242 0.878 0.662 0.0967
H -0.384937 -0.614412 -1.165399 1.444 -0.414 0.339 0.0670
H 1.383089 -0.061550 -1.278412 -0.872 0.058 0.064 0.0742
H 0.314002 0.697109 1.636291 0.691 -0.333 1.902 -0.0960
H -0.078273 3.798792 0.339236 0.059 -0.419 0.368 -0.2485
H -3.378356 2.160167 0.076914 -0.814 2.947 2.020 -0.2745
```
Forces are in eV/Å.

Properties
**E_tot**: -42449.703 eV
**Energy relative to the best compared isomer or geometry (same formula, charge and spin)**: 1.414 eV
**HOMO-LUMO gap**: 0.2599 hartree
**HOMO energy**: -7.9 eV
**SMILES**: CC[P@@H](=P)SS

Question: The highest E_tot belongs to which entry?
Answer: C2H8P2S2

Question: E_tot of number 3 (C2H8P2S2)?
Answer: -42449.703 eV

Question: The highest E_tot belongs to which entry?
Answer: C2H8P2S2